# 1
Here is a molecular structure, C3H6NO3 at a distorted geometry from OMol25. Energies are from ωB97M-V/def2-TZVPD.

Computed properties:
Frontier orbital gap   10.000 eV
ΔE to the lowest compared entry with this formula, charge and spin   268.08 kJ/mol

The geometry in ORCA input format:
```
! RIJCOSX wB97M-V def2-TZVPD def2/J DEFGRID3
* xyz 1 1
C 1.517 0.189 0.128
C 0.396 -1.130 -0.919
C 0.172 -0.463 0.406
N -1.190 1.207 -0.048
O 1.947 1.194 0.589
O 1.688 -0.544 -1.014
O -0.281 -0.922 1.501
H 0.448 -2.242 -0.774
H -0.391 -0.949 -1.660
H -1.012 1.179 -1.054
H -1.234 2.205 0.356
H -2.014 0.665 0.234
H -0.045 -0.389 2.255
*
```

# 2
Here is a molecular structure, C26H39Br39F3O4S2 at a distorted geometry from OMol25. Energies are from ωB97M-V/def2-TZVPD.

Computed properties:
Frontier orbital gap   8.022 eV

The geometry in ORCA input format:
```
! RIJCOSX wB97M-V def2-TZVPD def2/J DEFGRID3
* xyz 1 1
C 5.430 -2.796 1.129
C 4.701 -1.405 1.499
O 3.414 -1.431 0.855
C 2.850 -0.114 0.735
C 1.901 0.046 -0.553
O 0.550 -0.402 -0.297
C -0.409 0.268 -1.126
C -1.447 -0.823 -1.704
O -2.661 -0.919 -0.915
C -3.753 -0.211 -1.501
S -5.264 -1.258 -1.256
C -6.704 -0.295 -0.607
C -6.350 0.806 0.490
C -6.451 0.289 2.012
S -4.799 0.660 2.821
C -4.804 -2.489 0.088
C -6.031 -3.457 0.395
O -6.503 -3.343 1.760
C -5.708 -5.011 0.172
F -6.489 -5.712 1.115
F -6.154 -5.479 -1.075
F -4.392 -5.368 0.435
H 5.117 -3.645 1.824
H 5.189 -3.059 0.042
H 6.566 -2.666 1.179
H 4.660 -1.365 2.631
H 5.391 -0.582 1.109
H 2.246 0.102 1.678
H 3.659 0.692 0.673
H 2.322 -0.554 -1.429
H 1.919 1.171 -0.783
H 0.134 0.759 -2.005
H -0.964 1.104 -0.571
H -1.619 -0.713 -2.824
H -0.908 -1.828 -1.576
H -3.797 0.819 -1.031
H -3.646 -0.045 -2.630
H -7.333 0.107 -1.475
H -7.387 -1.059 -0.090
H -5.353 1.319 0.355
H -7.145 1.628 0.384
H -7.202 0.953 2.562
H -6.745 -0.801 2.081
H -3.917 -0.314 2.386
H -4.376 -1.975 1.007
H -3.938 -3.086 -0.367
H -6.922 -3.212 -0.283
H -5.868 -2.804 2.273
C 2.487 0.111 5.203
Br 3.691 -1.377 5.516
Br 3.412 1.640 4.443
Br 0.948 -0.414 4.148
H 2.108 0.423 6.176
C 4.130 0.695 8.827
Br 4.682 2.130 10.005
Br 4.860 -1.013 9.377
Br 2.200 0.623 8.636
H 4.538 0.914 7.842
C 1.378 0.637 -4.961
Br 1.937 2.024 -3.725
Br 2.162 -1.078 -4.519
Br -0.554 0.534 -5.103
H 1.755 0.913 -5.944
C -3.027 0.733 7.160
Br -3.772 -1.037 6.889
Br -1.542 1.080 5.964
Br -4.384 2.113 7.053
H -2.629 0.758 8.173
C 2.360 4.279 -0.584
Br 0.736 3.321 -0.142
Br 2.328 6.107 0.056
Br 3.933 3.324 0.023
H 2.415 4.322 -1.669
C -2.745 -2.682 -7.411
Br -3.085 -2.590 -5.503
Br -3.737 -1.333 -8.385
Br -0.850 -2.610 -7.808
H -3.109 -3.653 -7.752
C 2.458 0.358 -9.534
Br 2.785 -1.401 -8.789
Br 1.419 0.273 -11.166
Br 1.652 1.546 -8.232
H 3.427 0.779 -9.794
C -6.292 -5.095 -6.406
Br -7.799 -4.232 -7.267
Br -6.773 -6.822 -5.670
Br -4.762 -5.218 -7.590
H -5.998 -4.463 -5.571
C -0.156 -0.870 11.421
Br 0.136 -2.601 12.240
Br -1.197 -1.013 9.791
Br -0.938 0.395 12.664
H 0.821 -0.480 11.142
C 7.763 1.865 3.413
Br 6.351 2.390 2.190
Br 8.583 3.400 4.264
Br 7.145 0.564 4.710
H 8.534 1.380 2.819
C 6.283 -1.276 -3.188
Br 6.598 -3.036 -2.442
Br 5.277 -1.363 -4.840
Br 5.423 -0.084 -1.924
H 7.257 -0.851 -3.420
C 5.242 3.581 -8.031
Br 5.557 1.809 -7.307
Br 4.218 3.513 -9.675
Br 4.427 4.758 -6.724
H 6.214 4.003 -8.278
C 0.568 9.432 2.019
Br -0.888 10.260 1.043
Br 0.057 7.712 2.752
Br 2.177 9.310 0.944
H 0.796 10.082 2.861
*
```

# 3
Here is a molecular structure, C30H40Cl2MnN2O3P at a distorted geometry from OMol25. Energies are from ωB97M-V/def2-TZVPD.

Computed properties:
Frontier orbital gap (alpha / beta)   5.620 / 5.962 eV
ΔE to the lowest compared entry with this formula, charge and spin   221.02 kJ/mol

The geometry in ORCA input format:
```
! RIJCOSX wB97M-V def2-TZVPD def2/J DEFGRID3
* xyz -1 6
O 2.205 1.273 -1.411
C 1.568 1.740 -2.343
C 0.998 3.093 -2.451
C 0.644 3.803 -1.292
H 0.462 3.240 -0.375
C 0.604 5.214 -1.353
H 0.348 5.747 -0.451
C 0.890 5.859 -2.555
H 0.819 6.939 -2.604
C 1.225 5.143 -3.711
H 1.428 5.647 -4.656
C 1.283 3.762 -3.652
H 1.593 3.161 -4.511
H 1.719 1.125 -3.324
C 0.037 -0.242 -4.177
C -0.478 0.576 -3.064
H -0.034 0.312 -5.169
H -0.684 -1.090 -4.186
H 1.068 -0.628 -4.097
C -1.539 1.446 -3.081
C -2.662 1.301 -4.082
H -1.477 2.433 -2.589
H -2.612 2.064 -4.862
H -3.561 1.407 -3.476
H -2.632 0.287 -4.489
Mn -1.737 -0.102 -1.537
Cl -1.959 1.778 -0.085
Cl -3.201 -1.740 -2.410
C -2.929 -0.970 1.012
O -1.717 -1.190 0.781
N -3.765 -1.835 1.598
C -3.303 -3.129 2.085
C -5.186 -1.539 1.749
H -3.412 -0.002 0.741
H -2.270 -3.325 1.769
H -3.970 -3.917 1.706
H -3.361 -3.156 3.185
H -5.374 -0.544 1.333
H -5.455 -1.549 2.812
H -5.791 -2.287 1.221
H 1.380 -5.040 -1.133
H 3.762 -4.013 -0.814
C 1.246 -4.288 -1.941
C 3.497 -3.279 -1.588
N 2.059 -3.099 -1.634
H 0.180 -3.989 -2.026
C 1.456 -1.906 -1.467
O 0.208 -1.789 -1.540
H 3.957 -2.313 -1.367
H 2.144 -1.051 -1.264
H 1.593 -4.736 -2.896
H 3.869 -3.649 -2.554
C 2.842 0.600 1.261
P 1.095 0.121 1.503
C 1.264 -1.371 2.557
C 2.333 -2.262 2.336
C 2.279 -3.566 2.837
C 1.174 -4.003 3.573
C 0.141 -3.106 3.854
C 0.218 -1.790 3.401
C 0.552 1.398 2.691
C -0.760 1.328 3.207
C -1.219 2.255 4.131
C -0.401 3.339 4.504
C 0.854 3.478 3.912
C 1.332 2.519 3.002
H 3.353 -0.182 0.679
H 3.344 0.778 2.227
H 2.871 1.513 0.642
H 3.208 -1.932 1.775
H 3.116 -4.243 2.644
H 1.123 -5.036 3.935
H -0.731 -3.428 4.437
H -0.543 -1.075 3.709
H -1.420 0.526 2.873
H -2.203 2.140 4.580
H -0.754 4.057 5.240
H 1.483 4.336 4.160
H 2.314 2.650 2.554
*
```

# 4
Here is a molecular structure, C16H16I2N3ORb from OMol25. Energies are from ωB97M-V/def2-TZVPD.

Computed properties:
Frontier orbital gap   6.136 eV
ΔE to the lowest compared entry with this formula, charge and spin   21.31 kJ/mol

The geometry in ORCA input format:
```
! RIJCOSX wB97M-V def2-TZVPD def2/J DEFGRID3
* xyz 0 1
Rb 0.040 0.108 0.023
C -3.194 2.626 0.843
C -2.356 2.513 -0.401
C -1.184 3.258 -0.536
C -0.390 3.145 -1.668
C -0.757 2.283 -2.697
C -1.926 1.545 -2.580
C -2.713 1.657 -1.439
H -3.636 3.621 0.924
H -2.595 2.461 1.740
H -4.004 1.898 0.841
H -0.886 3.925 0.265
H 0.520 3.726 -1.747
H -0.138 2.195 -3.580
H -2.232 0.880 -3.378
H -3.615 1.063 -1.349
I -0.388 -0.467 5.807
C 1.047 -1.409 4.630
C 2.007 -2.212 5.245
C 2.986 -2.846 4.524
I 4.381 -4.011 5.549
C 3.025 -2.694 3.117
C 4.002 -3.289 2.288
C 3.974 -3.093 0.937
C 2.948 -2.303 0.400
N 2.017 -1.732 1.130
C 2.038 -1.893 2.479
C 0.996 -1.183 3.240
O 0.148 -0.440 2.678
H 1.974 -2.327 6.321
H 4.774 -3.897 2.741
H 4.719 -3.534 0.289
H 2.899 -2.138 -0.674
N -1.209 -2.153 -1.543
N 0.205 -2.338 -1.663
H -1.713 -3.034 -1.516
H -1.523 -1.640 -2.357
H 0.447 -3.048 -2.346
H 0.560 -2.650 -0.764
*
```

Summary of E in Ha
-398.03876 -102797.00134 -3915.16382 -1478.29690
(order as listed above)